[1]
11
Properties=species:S:1:pos:R:3:forces:R:3 method="wB97M-V/def2-TZVPD" smiles=Cc1cnco1 total_charge=0
C 0.585163 -0.614751 -1.438062 0.167 3.881 -2.056
C 0.093154 -0.090248 -0.196662 -0.683 -1.484 2.862
C -1.147489 -0.107645 0.338021 0.031 -0.357 -0.272
N -1.110090 0.395355 1.620027 0.286 0.679 0.295
C 0.115968 0.747593 1.779764 -0.376 0.293 0.384
O 0.921271 0.506038 0.721357 0.005 -0.464 -0.394
H 1.587134 -0.965675 -1.631743 0.280 -0.105 0.843
H -0.131414 -1.257806 -1.956233 -0.027 0.663 0.016
H 0.587004 0.575671 -1.733279 0.297 -2.817 -1.735
H -2.058813 -0.438948 -0.128000 -0.016 -0.172 0.076
H 0.558113 1.250416 2.624810 0.036 -0.116 -0.018



[2]
11
Properties=species:S:1:pos:R:3:forces:R:3 method="wB97M-V/def2-TZVPD" smiles="[H]/N=C(/C#C)OC" total_charge=0
H -1.879722 -0.041184 0.030386 0.529 0.987 0.019
N -1.314587 0.838800 0.035639 -1.169 -0.332 -0.118
C -0.092351 0.596685 -0.020029 0.531 -3.026 0.298
C 0.925787 1.580764 -0.001620 0.922 0.796 -0.097
C 1.776962 2.428150 0.005485 -0.854 -0.563 -0.035
O 0.450317 -0.751468 -0.035178 -0.971 4.594 -0.075
C -0.535672 -1.767760 -0.006327 3.485 -1.547 -0.049
H 2.434792 3.249641 -0.001972 0.428 0.245 0.026
H 0.378015 -2.442494 -0.026461 -2.301 -1.339 0.032
H -1.043520 -1.845367 0.957861 -0.317 0.111 -0.345
H -1.100021 -1.845766 -0.937784 -0.282 0.075 0.343



[3]
11
Properties=species:S:1:pos:R:3:forces:R:3 method="wB97M-V/def2-TZVPD" total_charge=0
N -0.638396 -2.157953 -1.009760 0.319 0.581 -0.005
C -0.029260 -1.094702 -0.999900 -0.163 -0.358 -0.108
C 0.740055 -0.019533 -0.992393 -0.108 -0.148 -0.021
C 0.728304 1.013313 0.045217 -0.128 -0.001 0.140
C -0.086811 1.007602 1.100508 0.264 0.271 -0.140
O -1.039691 0.026361 1.231271 0.025 -0.121 0.189
H -1.570361 -2.120208 -1.421667 0.093 -0.013 -0.028
H 1.403866 0.098472 -1.843390 -0.103 -0.037 0.092
H 1.420230 1.842273 -0.071079 -0.133 -0.127 0.035
H -0.097158 1.798904 1.848724 0.067 -0.129 -0.109
H -0.904507 -0.444879 2.062245 -0.132 0.082 -0.045



[4]
11
Properties=species:S:1:pos:R:3:forces:R:3 method="wB97M-V/def2-TZVPD" smiles="O=C1CN2C[C@@H]12" total_charge=0
O 2.023580 -1.307199 0.108834 -0.820 0.322 -0.003
C 1.019834 -0.635967 0.096605 1.730 0.331 -0.066
C 0.733676 0.807225 0.572967 0.568 -0.559 -0.111
N -0.697946 0.451648 0.675029 -0.624 -0.908 -0.064
C -1.118625 0.172400 -0.672046 -0.349 0.584 -0.498
C -0.394769 -0.945676 -0.060579 -0.280 0.242 0.537
H 1.185787 0.998023 1.546758 -0.074 -0.013 -0.077
H 0.959467 1.615362 -0.122126 -0.081 0.058 -0.002
H -0.673316 0.721865 -1.494755 0.040 0.086 -0.017
H -2.191342 0.027543 -0.758444 0.106 -0.016 -0.051
H -0.846346 -1.905226 0.107757 -0.215 -0.128 0.352



[5]
11
Properties=species:S:1:pos:R:3:forces:R:3 method="wB97M-V/def2-TZVPD" smiles=N#CC[C@H]1CO1 total_charge=0
N -2.737598 -0.762484 1.469059 0.944 0.453 -0.705
C -1.921701 -0.292801 0.795786 -0.680 -0.420 0.607
C -0.925794 0.348777 -0.070756 0.014 0.092 -0.114
C 0.524536 0.132601 0.341165 -0.135 -0.079 0.158
C 1.518026 -0.361969 -0.612921 0.039 -0.317 -0.103
O 1.431350 1.018527 -0.292697 0.016 0.156 0.041
H -1.116282 1.428046 -0.058085 -0.029 -0.140 0.000
H -1.079585 -0.001640 -1.096963 -0.016 0.105 0.136
H 0.702431 -0.015925 1.405314 -0.044 0.038 -0.116
H 2.410391 -0.877315 -0.258127 -0.154 0.121 -0.041
H 1.194227 -0.615817 -1.621774 0.046 -0.008 0.138



[6]
11
Properties=species:S:1:pos:R:3:forces:R:3 method="wB97M-V/def2-TZVPD" smiles=C[C@@]1(C#N)CO1 total_charge=0
C -1.302674 -0.281129 -0.066096 -0.140 -0.186 -0.046
C 0.133241 0.196061 -0.145607 -0.013 -0.130 -0.219
C 0.399146 1.609303 -0.414569 0.166 0.883 -0.167
N 0.622009 2.720195 -0.650045 -0.285 -1.148 0.295
C 1.178664 -0.611448 0.496165 0.162 -0.094 0.297
O 0.971228 -0.686734 -0.899833 -0.002 -0.001 -0.141
H -1.959579 0.297156 -0.716357 0.067 0.025 0.064
H -1.303507 -1.320862 -0.428735 -0.021 0.353 0.201
H -1.703679 -0.269060 0.953365 0.139 0.156 -0.181
H 2.142533 -0.198385 0.782916 -0.222 0.131 0.071
H 0.822613 -1.455102 1.088801 0.149 0.011 -0.173



[7]
11
Properties=species:S:1:pos:R:3:forces:R:3 method="wB97M-V/def2-TZVPD" total_charge=0
O -2.160394 0.159813 -0.730388 0.711 0.120 0.343
C -1.277545 0.079058 0.092043 -0.369 0.273 0.018
N -0.275196 1.445876 0.470148 0.044 -0.270 0.068
C 0.814105 0.878166 -0.084014 -0.085 0.295 -0.056
C 0.103963 -0.862864 -0.283481 0.368 -0.963 -0.238
C 0.616573 -1.938495 -0.557488 -0.158 0.502 0.120
H -1.395715 -0.239216 1.143030 0.133 0.023 -0.158
H -0.207964 1.541531 1.483629 -0.055 -0.037 -0.239
H 0.903516 0.989663 -1.165173 -0.083 -0.115 0.157
H 1.776838 0.808108 0.438993 -0.374 -0.060 -0.074
H 1.101819 -2.861640 -0.807294 -0.130 0.232 0.060



[8]
11
Properties=species:S:1:pos:R:3:forces:R:3 method="wB97M-V/def2-TZVPD" total_charge=0
N -2.414160 -1.604434 -0.961906 0.950 0.526 0.190
C -1.342449 -1.194466 -0.806897 -0.855 -0.342 -0.106
C 0.115837 -0.820573 -0.650704 -0.003 0.084 -0.250
C 0.164884 0.803849 -0.148153 -0.261 0.236 0.041
C 0.226198 0.885213 1.225421 0.110 0.009 0.003
O 0.775825 -1.480813 0.230803 -0.039 -0.214 0.074
H 0.498809 -0.729362 -1.690422 0.029 -0.129 0.199
H 1.286737 0.619073 0.052485 0.218 0.060 -0.114
H -0.034403 1.697450 -0.743373 0.010 -0.168 0.125
H 0.298722 1.832651 1.760432 -0.266 -0.190 -0.045
H 0.345768 -0.079213 1.738098 0.107 0.128 -0.116



[9]
11
Properties=species:S:1:pos:R:3:forces:R:3 method="wB97M-V/def2-TZVPD" total_charge=0
C 0.389646 -0.411282 1.068423 0.053 -0.017 0.048
C -0.129223 -0.136301 -0.331691 -0.230 -0.197 0.111
C -0.386046 2.197963 -0.590656 0.482 -0.041 0.353
O 0.325143 1.144210 -0.861380 -0.281 0.313 -0.101
C 0.227905 -1.164200 -1.315139 0.168 -0.809 -0.674
N 0.433976 -1.993268 -2.092347 -0.106 0.751 0.743
H 1.461111 -0.627277 1.077953 -0.167 0.068 -0.068
H 0.188921 0.454299 1.709411 0.001 -0.138 -0.154
H -0.153907 -1.270568 1.474450 0.169 0.110 -0.041
H -1.219932 -0.064747 -0.327017 0.049 -0.161 0.092
H -1.137594 1.871172 0.187993 -0.138 0.123 -0.309



[10]
11
Properties=species:S:1:pos:R:3:forces:R:3 method="wB97M-V/def2-TZVPD" total_charge=0
O 1.266414 0.370441 1.501735 -2.516 1.223 0.412
C 0.207243 -0.032703 0.160317 1.140 0.677 1.303
C -0.804131 0.661923 -0.726930 0.500 0.262 0.360
C -1.221542 -0.549737 0.072784 0.518 0.094 0.570
C 1.437937 -0.653307 -0.088360 0.196 -1.906 -3.037
N 2.387076 -1.183906 -0.475645 0.237 -0.123 -0.016
H 1.960672 1.049230 1.299702 -1.236 -0.501 -0.476
H -1.196216 1.617066 -0.391023 0.091 -0.131 0.100
H -0.718808 0.593841 -1.816508 0.336 -0.077 0.484
H -1.884407 -0.381781 0.915536 0.164 0.138 -0.039
H -1.434236 -1.491070 -0.451612 0.571 0.343 0.338



no.,lowest unoccupied orbital energy (eV),HOMO-LUMO gap (eV)
1,0.9,9.508
2,0.9,11.259
3,0.9,8.844
4,0.9,10.569
5,0.8,11.810
6,0.8,11.933
7,-0.9,8.543
8,-1.7,7.347
9,0.1,9.381
10,0.2,9.885